No. 1
The ion C5H8N with charge +1 at a distorted geometry, computed with ωB97M-V/def2-TZVPD.

Structure (ORCA input):
```
! RIJCOSX wB97M-V def2-TZVPD def2/J DEFGRID3
* xyz 1 3
C 1.430 -0.593 0.647
C 1.377 -1.808 1.324
C 0.434 1.696 -0.470
C -0.865 1.040 -0.117
C -1.761 0.249 -0.978
N 0.551 0.514 0.124
H 2.363 -0.353 0.183
H 0.532 -2.441 1.488
H 2.300 -2.405 1.523
H 0.910 2.545 -0.764
H -1.299 1.369 0.779
H -2.242 0.922 -1.722
H -2.556 -0.269 -0.440
H -1.174 -0.464 -1.577
*
```

Properties
E_HOMO (spin up / spin down) = -11.97 / -16.08 eV
Kohn-Sham gap (spin up / spin down) = 0.284 / 0.285 hartree
expectation value of S² = 2.008

No. 2
The ion C5H8N with charge +1 at a distorted geometry, computed with ωB97M-V/def2-TZVPD.

Structure (ORCA input):
```
! RIJCOSX wB97M-V def2-TZVPD def2/J DEFGRID3
* xyz 1 3
C 1.128 0.051 0.184
C 2.211 -0.647 -0.096
C 0.641 1.238 0.818
C -1.594 -0.527 0.246
C -1.192 0.007 -1.110
N -0.215 -0.415 -0.138
H 2.265 -1.492 -0.698
H 3.095 -0.296 0.349
H 0.318 1.313 1.751
H 0.205 1.969 0.186
H -2.084 0.105 1.055
H -1.967 -1.573 0.416
H -1.354 -0.801 -1.815
H -1.457 1.068 -1.150
*
```

Properties
E_HOMO (spin up / spin down) = -13.36 / -15.14 eV
Kohn-Sham gap (spin up / spin down) = 0.371 / 0.256 hartree
expectation value of S² = 2.008

No. 3
The molecule C5H8N2 at a distorted geometry, computed with ωB97M-V/def2-TZVPD.

Structure (ORCA input):
```
! RIJCOSX wB97M-V def2-TZVPD def2/J DEFGRID3
* xyz 0 1
N -0.906 -0.436 -1.912
C -0.339 -0.574 -0.601
C 1.026 -1.197 -0.494
N 2.078 -1.678 -0.576
C 0.002 0.675 0.181
C 0.911 0.155 1.276
C -0.857 1.263 1.191
H -1.087 -1.354 -2.304
H -0.255 0.037 -2.531
H -1.022 -1.177 0.014
H 0.524 1.443 -0.395
H 0.700 -0.739 1.869
H 1.979 0.428 1.349
H -0.959 2.352 1.275
H -1.744 0.723 1.542
*
```

Properties
E_HOMO = -8.40 eV
Kohn-Sham gap = 0.328 hartree

No. 4
The molecule C5H8N2 at a distorted geometry, computed with ωB97M-V/def2-TZVPD.

Structure (ORCA input):
```
! RIJCOSX wB97M-V def2-TZVPD def2/J DEFGRID3
* xyz 0 1
C -1.825 0.173 0.278
C -1.331 1.284 0.901
C -1.147 -0.705 -0.515
C 0.782 1.185 0.656
C 0.137 -0.249 -1.120
N 1.053 0.127 -0.041
N 2.106 -0.728 0.326
H -2.829 -0.098 0.596
H -1.684 2.290 0.965
H -1.512 -1.696 -0.728
H 1.350 1.386 1.550
H 0.602 -1.015 -1.740
H -0.008 0.662 -1.717
H 1.846 -1.375 1.067
H 2.459 -1.241 -0.478
*
```

Properties
E_HOMO (spin up / spin down) = -6.71 / -6.70 eV
Kohn-Sham gap (spin up / spin down) = 0.260 / 0.260 hartree

No. 5
The molecule C5H8N2, computed with ωB97M-V/def2-TZVPD.

Structure (ORCA input):
```
! RIJCOSX wB97M-V def2-TZVPD def2/J DEFGRID3
* xyz 0 1
C -0.457 1.482 1.984
C -0.009 0.543 0.905
C 1.144 -0.272 0.868
C 1.074 -0.918 -0.347
N -0.056 -0.485 -0.951
C -0.618 -0.904 -2.215
N -0.729 0.400 -0.203
H -0.572 2.498 1.590
H 0.270 1.511 2.801
H -1.424 1.168 2.392
H 1.921 -0.367 1.616
H 1.729 -1.634 -0.825
H 0.138 -1.460 -2.774
H -0.917 -0.022 -2.786
H -1.494 -1.540 -2.053
*
```

Properties
SMILES = Cc1ccn(C)n1
E_HOMO = -8.95 eV
Kohn-Sham gap = 0.367 hartree

No. 6
The molecule C5H8N2, computed with ωB97M-V/def2-TZVPD.

Structure (ORCA input):
```
! RIJCOSX wB97M-V def2-TZVPD def2/J DEFGRID3
* xyz 0 1
C -2.072 -0.250 0.000
C -0.579 -0.281 0.000
C 0.149 -1.398 0.000
N 1.539 -1.430 0.000
C 2.132 -0.302 0.000
N 1.537 0.911 -0.001
C 0.095 1.072 0.001
H -2.440 0.280 -0.880
H -2.441 0.277 0.881
H -2.478 -1.258 -0.002
H -0.309 -2.377 -0.001
H 3.215 -0.292 0.000
H 2.094 1.749 -0.001
H -0.219 1.648 0.889
H -0.221 1.650 -0.886
*
```

Properties
SMILES = CC1=CN=CNC1
E_HOMO = -7.74 eV
Kohn-Sham gap = 0.313 hartree

No. 7
The molecule C5H8N2 at a distorted geometry, computed with ωB97M-V/def2-TZVPD.

Structure (ORCA input):
```
! RIJCOSX wB97M-V def2-TZVPD def2/J DEFGRID3
* xyz 0 1
C -0.027 -1.431 -0.654
C 0.080 0.085 -0.495
C -1.173 0.702 0.174
C -1.385 0.214 1.537
N -1.505 -0.183 2.617
C 1.408 0.608 0.113
N 0.698 0.832 -1.466
H -0.237 -1.932 0.297
H -0.845 -1.662 -1.345
H 0.896 -1.828 -1.083
H -2.054 0.460 -0.430
H -1.072 1.791 0.184
H 2.108 -0.203 0.302
H 1.222 1.290 0.942
H 1.888 1.257 -0.694
*
```

Properties
E_HOMO = -8.90 eV
Kohn-Sham gap = 0.355 hartree

No. 8
A structure of composition C5H8N2 at a distorted geometry, computed with ωB97M-V/def2-TZVPD.

Structure (ORCA input):
```
! RIJCOSX wB97M-V def2-TZVPD def2/J DEFGRID3
* xyz 0 1
C -0.416 1.382 0.690
C -0.279 -0.162 0.704
C -1.195 -1.093 -0.467
N -0.060 -1.009 -1.374
C 0.803 -0.715 -0.216
C 1.949 0.144 -0.484
N 2.825 0.870 -0.682
H -0.507 1.786 -0.327
H -1.264 1.763 1.276
H 0.493 1.834 1.120
H -0.328 -0.528 1.731
H -1.744 -0.271 -0.070
H -1.300 -2.101 -0.079
H -0.115 -0.236 -2.028
H 1.138 -1.666 0.207
*
```

Properties
E_HOMO = -9.41 eV
Kohn-Sham gap = 0.378 hartree

No. 9
The molecule C5H8N2 at a distorted geometry, computed with ωB97M-V/def2-TZVPD.

Structure (ORCA input):
```
! RIJCOSX wB97M-V def2-TZVPD def2/J DEFGRID3
* xyz 0 1
C 0.315 0.441 -1.845
C 0.997 -0.525 -0.832
C 0.031 -0.607 0.321
C -1.319 -0.985 0.591
N -1.581 -0.417 1.751
C -0.635 0.454 2.195
N 0.341 0.425 1.192
H 0.144 1.269 -1.075
H 0.955 0.946 -2.615
H -0.594 -0.085 -2.182
H 2.006 -0.137 -0.541
H 1.063 -1.553 -1.297
H -1.995 -1.637 0.111
H -0.766 1.221 2.988
H 1.038 1.189 1.240
*
```

Properties
SMILES = CCc1cnc[nH]1
E_HOMO = -8.29 eV
Kohn-Sham gap = 0.335 hartree

No. 10
The molecule C5H8N2, computed with ωB97M-V/def2-TZVPD.

Structure (ORCA input):
```
! RIJCOSX wB97M-V def2-TZVPD def2/J DEFGRID3
* xyz 0 1
C 2.302 0.287 -0.017
N 0.900 -0.033 0.116
C 0.379 -1.268 0.364
C -0.993 -1.188 0.303
C -1.320 0.161 -0.012
N -2.628 0.680 -0.094
C -0.134 0.847 -0.131
H 2.604 0.343 -1.069
H 2.517 1.249 0.460
H 2.897 -0.482 0.482
H 1.026 -2.111 0.566
H -1.695 -1.988 0.502
H -3.262 0.039 -0.558
H -2.659 1.574 -0.567
H 0.065 1.890 -0.345
*
```

Properties
SMILES = Cn1ccc(N)c1
E_HOMO = -7.45 eV
Kohn-Sham gap = 0.312 hartree

No. 11
The molecule C5H8N2, computed with ωB97M-V/def2-TZVPD.

Structure (ORCA input):
```
! RIJCOSX wB97M-V def2-TZVPD def2/J DEFGRID3
* xyz 0 1
C -0.820 1.720 1.488
C -0.355 0.617 0.593
C 0.617 0.603 -0.376
C 0.646 -0.699 -0.953
N 1.523 -1.062 -2.015
C -0.314 -1.449 -0.313
N -0.919 -0.634 0.616
H -0.726 1.462 2.549
H -0.213 2.612 1.310
H -1.867 1.991 1.305
H 1.244 1.430 -0.685
H 1.094 -1.731 -2.642
H 2.383 -1.469 -1.666
H -0.624 -2.480 -0.437
H -1.669 -0.910 1.227
*
```

Properties
SMILES = Cc1cc(N)c[nH]1
E_HOMO = -7.80 eV
Kohn-Sham gap = 0.325 hartree

No. 12
The molecule C5H8N2 at a distorted geometry, computed with ωB97M-V/def2-TZVPD.

Structure (ORCA input):
```
! RIJCOSX wB97M-V def2-TZVPD def2/J DEFGRID3
* xyz 0 1
C 1.319 -0.161 -1.587
C 0.322 0.945 -0.922
C -0.239 0.287 0.316
C 0.254 -0.927 0.866
N -0.598 -1.382 1.866
C -1.788 -0.641 1.756
N -1.520 0.464 0.910
H 0.845 -1.146 -1.923
H 2.098 -0.538 -0.828
H 1.840 0.304 -2.504
H 0.927 1.853 -0.715
H -0.362 1.201 -1.618
H 1.318 -1.213 0.850
H -2.634 -0.482 2.337
H -1.785 1.435 1.195
*
```

Properties
SMILES = CCc1cnc[nH]1
E_HOMO = -8.43 eV
Kohn-Sham gap = 0.343 hartree

Ordered relative energy (zero: lowest compared OMol25 entry of this formula, charge and spin) results: 3.906, 4.175, 4.141, 6.287, 0.463, 0.672, 4.050, 3.688, 1.726, 0.455, 0.193, 1.879; unit eV.